[1]
Below is C37H30BrF7N5O5S2Sb2Ti as an isolated structure, with properties calculated with the ωB97M-V functional and the def2-TZVPD basis.

Last column: Löwdin charge in e.
Positions of all 90 atoms, in Å:
Ti  -0.37  -1.64  0.08  0.956
C  3.24  1.01  0.99  -0.410
C  2.91  1.16  2.47  -0.342
C  1.59  0.55  2.94  -0.367
Sb  -0.13  1.86  2.88  1.545
C  -1.14  0.87  4.50  -0.422
C  -0.96  -0.48  4.77  -0.141
C  -1.67  -1.11  5.79  -0.083
C  -2.56  -0.38  6.56  -0.102
C  -2.76  0.97  6.30  -0.101
C  -2.05  1.59  5.28  -0.145
C  0.88  3.26  4.18  -0.377
C  1.26  2.88  5.47  -0.127
C  2.03  3.72  6.26  -0.094
C  2.44  4.95  5.77  -0.105
C  2.07  5.35  4.50  -0.096
C  1.29  4.50  3.71  -0.132
Sb  2.63  2.14  -0.76  1.474
C  0.75  3.11  -0.36  -0.416
C  -0.42  2.47  -0.76  -0.175
C  -1.66  3.06  -0.54  -0.105
C  -1.74  4.31  0.06  -0.102
C  -0.58  4.97  0.42  -0.113
C  0.66  4.38  0.20  -0.174
C  3.78  3.92  -0.27  -0.413
C  3.77  4.98  -1.18  -0.162
C  4.47  6.15  -0.92  -0.103
C  5.20  6.28  0.25  -0.108
C  5.23  5.23  1.16  -0.096
C  4.53  4.06  0.89  -0.124
H  3.03  -0.02  0.68  0.015
H  4.33  1.11  0.87  0.038
H  3.00  2.20  2.82  0.073
H  3.71  0.62  2.99  0.107
H  1.66  0.26  3.99  0.051
H  1.38  -0.35  2.37  0.025
H  -0.28  -1.07  4.16  0.082
H  -1.52  -2.16  5.97  0.103
H  -3.12  -0.87  7.35  0.095
H  -3.46  1.54  6.89  0.096
H  -2.22  2.64  5.09  0.096
H  0.95  1.92  5.86  0.095
H  2.31  3.40  7.26  0.097
H  3.05  5.60  6.39  0.094
H  2.38  6.30  4.10  0.098
H  1.01  4.82  2.71  0.063
H  -0.39  1.50  -1.23  0.054
H  -2.56  2.53  -0.82  0.098
H  -2.71  4.76  0.25  0.099
H  -0.63  5.95  0.88  0.100
H  1.56  4.92  0.48  0.082
H  3.20  4.90  -2.10  0.092
H  4.44  6.96  -1.64  0.096
H  5.75  7.19  0.46  0.094
H  5.79  5.32  2.08  0.098
H  4.55  3.26  1.63  0.078
F  -4.64  0.27  0.22  0.135
C  -4.08  0.41  1.41  -0.754
F  -3.70  1.68  1.57  0.103
F  -4.97  0.12  2.36  0.118
S  -2.58  -0.66  1.62  0.977
O  -1.97  -0.30  0.26  -0.534
O  -0.67  -1.76  1.65  -0.447
N  -3.41  -2.03  1.40  -0.370
S  -3.19  -3.06  0.28  0.616
O  -1.95  -2.87  -0.51  -0.377
O  -4.33  -3.35  -0.53  -0.252
C  -2.84  -4.66  1.12  -0.675
F  -2.51  -5.56  0.20  0.145
F  -1.85  -4.55  2.00  0.148
F  -3.94  -5.08  1.76  0.136
O  1.16  -2.86  -0.67  -0.217
N  1.03  -3.46  0.48  -0.071
C  2.10  -3.64  1.18  -0.296
C  3.40  -3.25  0.73  -0.168
N  4.45  -2.93  0.38  0.175
C  1.97  -4.23  2.48  -0.171
N  1.90  -4.71  3.52  0.162
F  0.76  -0.21  -0.17  -0.416
Br  -2.18  -4.70  -4.27  0.760
C  -1.61  -2.98  -3.75  -0.692
C  -2.54  -2.02  -3.43  -0.113
C  -2.07  -0.78  -3.01  -0.142
N  -0.77  -0.48  -2.91  0.070
C  0.11  -1.43  -3.24  -0.151
C  -0.26  -2.70  -3.66  -0.109
H  -3.60  -2.22  -3.45  0.109
H  -2.76  -0.01  -2.71  0.116
H  1.15  -1.16  -3.14  0.118
H  0.49  -3.45  -3.88  0.107

Spin multiplicity: 1
Total charge: -1
Lowest unoccupied orbital energy in eV: 1.72
Frontier orbital gap in eV: 7.6904

---

[2]
Below is C37H30BrNO2P2Pd as an isolated structure, with properties calculated with the ωB97M-V functional and the def2-TZVPD basis.

Last column: Löwdin spin population.
Positions of all 74 atoms, in Å:
Pd  0.02  0.80  -0.79  1.223
C  -0.62  -2.01  -2.44  0.016
P  0.29  -1.60  -0.88  0.161
C  2.02  -1.90  -1.38  0.020
C  2.75  -0.82  -1.85  0.008
C  4.03  -0.99  -2.35  0.000
C  4.59  -2.26  -2.38  0.004
C  3.88  -3.34  -1.89  0.001
C  2.59  -3.17  -1.40  0.008
C  -0.02  -2.93  0.32  0.025
C  -1.15  -3.75  0.28  0.016
C  -1.36  -4.69  1.28  -0.001
C  -0.46  -4.79  2.34  0.017
C  0.64  -3.95  2.40  -0.002
C  0.85  -3.02  1.40  0.015
C  -1.45  -0.84  -2.88  0.012
C  -2.62  -0.85  -3.62  0.009
C  -2.97  0.49  -3.83  0.013
C  -2.01  1.26  -3.19  0.010
C  -1.96  2.76  -3.20  0.000
P  -1.23  3.73  -1.80  0.002
C  -2.13  3.12  -0.32  0.001
C  -3.14  2.15  -0.32  0.000
C  -3.83  1.87  0.85  0.000
C  -3.54  2.55  2.03  0.000
C  -2.57  3.53  2.03  0.000
C  -1.88  3.83  0.86  0.000
C  0.49  3.00  -1.69  0.005
C  1.22  2.96  -0.48  0.019
C  2.60  2.79  -0.50  -0.002
C  3.29  2.71  -1.69  0.018
C  2.59  2.76  -2.89  0.002
C  1.22  2.88  -2.90  0.022
N  -1.08  0.45  -2.63  0.105
H  -1.23  -2.90  -2.33  0.001
H  0.15  -2.22  -3.19  0.002
H  2.31  0.17  -1.82  0.003
H  4.59  -0.14  -2.72  0.000
H  5.59  -2.40  -2.77  0.000
H  4.32  -4.33  -1.91  0.000
H  2.04  -4.02  -1.03  0.000
H  -1.88  -3.65  -0.51  0.001
H  -2.24  -5.31  1.26  0.000
H  -0.63  -5.52  3.12  0.001
H  1.33  -4.02  3.23  0.000
H  1.70  -2.34  1.46  0.001
H  -3.15  -1.73  -3.98  0.001
H  -3.82  0.87  -4.37  0.001
H  -2.98  3.15  -3.29  0.000
H  -1.44  3.12  -4.10  0.000
H  -3.42  1.63  -1.23  0.000
H  -4.59  1.10  0.85  0.000
H  -4.07  2.30  2.94  0.000
H  -2.34  4.09  2.94  0.000
H  -1.17  4.65  0.84  0.000
H  0.73  3.17  0.46  0.001
H  3.14  2.74  0.44  -0.001
H  4.37  2.63  -1.69  0.001
H  3.12  2.72  -3.84  0.000
H  0.69  2.91  -3.84  0.001
Br  -2.33  -1.70  3.24  0.003
C  -0.96  -0.66  4.05  0.001
C  -0.94  -0.67  5.44  0.000
C  0.03  0.03  6.13  0.000
C  1.01  0.71  5.43  0.000
C  1.00  0.71  4.05  0.002
C  0.01  0.05  3.33  0.007
C  0.04  0.22  1.83  0.011
O  -1.01  0.06  1.16  0.164
O  1.13  0.58  1.30  0.072
H  -1.71  -1.23  5.97  0.000
H  0.02  0.03  7.21  0.000
H  1.79  1.24  5.97  0.000
H  1.76  1.24  3.49  0.000

Spin multiplicity: 3
Total charge: 0
Lowest unoccupied orbital energy (alpha / beta) in eV: 0.65 / -1.61
Frontier orbital gap (alpha / beta) in eV: 7.6799 / 5.4095

---

[3]
Below is C37H30F4N6O6RuSb2Se as an isolated structure, with properties calculated with the ωB97M-V functional and the def2-TZVPD basis.

Last column: Löwdin spin population.
Positions of all 87 atoms, in Å:
Ru  0.27  1.49  1.06  2.376
O  3.34  3.82  7.89  0.000
C  2.20  4.23  7.40  0.000
O  1.62  5.23  7.81  0.000
C  1.65  3.33  6.32  0.003
C  1.36  4.00  5.13  -0.001
C  0.78  3.33  4.07  0.005
C  0.46  1.96  4.27  0.008
C  1.00  1.28  5.38  0.005
C  1.57  1.98  6.45  0.000
N  -0.14  1.24  3.18  0.106
C  -0.96  0.27  3.43  0.019
C  -1.45  -0.60  2.38  0.007
C  -2.51  -1.48  2.53  0.002
C  -2.92  -2.21  1.43  -0.001
C  -2.29  -2.04  0.22  0.002
C  -1.30  -1.08  0.10  0.004
N  -0.86  -0.39  1.17  0.032
H  3.59  3.05  7.44  0.000
H  1.59  5.03  4.97  0.000
H  0.60  3.86  3.18  0.001
H  0.96  0.15  5.42  0.000
H  1.80  1.46  7.38  0.000
H  -1.26  0.17  4.45  0.003
H  -3.09  -1.55  3.47  0.001
H  -3.75  -2.92  1.51  0.000
H  -2.67  -2.54  -0.64  0.000
H  -0.78  -0.87  -0.84  0.004
C  -0.31  1.39  -4.56  0.116
Sb  1.24  0.50  -3.38  0.350
C  2.95  1.58  -3.90  0.050
C  1.49  -1.34  -4.55  0.022
C  2.91  -1.86  -4.63  -0.001
C  3.58  -1.72  -5.86  0.005
C  4.84  -2.34  -6.04  0.002
C  5.45  -2.99  -4.98  0.003
C  4.81  -3.12  -3.78  0.003
C  3.50  -2.64  -3.59  -0.001
C  2.69  -3.04  -2.38  0.026
Sb  2.51  -1.53  -0.89  0.230
C  1.95  -2.95  0.75  0.069
C  4.64  -1.48  -0.38  0.058
H  -1.11  1.83  -4.06  0.001
H  -0.55  0.61  -5.30  0.005
H  0.21  2.18  -5.15  0.009
H  3.75  0.84  -3.74  0.000
H  3.16  2.45  -3.28  0.000
H  2.94  1.69  -5.04  0.008
H  1.06  -1.15  -5.54  0.003
H  0.78  -1.95  -4.01  0.001
H  3.12  -1.21  -6.67  0.000
H  5.31  -2.29  -7.03  0.000
H  6.39  -3.47  -5.08  0.000
H  5.33  -3.59  -2.92  0.000
H  3.12  -3.97  -1.98  0.004
H  1.68  -3.33  -2.73  0.000
H  2.55  -3.84  0.56  0.008
H  0.95  -3.40  0.84  0.000
H  2.24  -2.56  1.73  0.001
H  5.19  -1.33  -1.29  0.001
H  4.86  -2.42  0.09  0.007
H  4.88  -0.55  0.23  0.000
F  -6.50  1.40  2.33  -0.007
C  -6.00  0.93  1.11  -0.001
C  -6.80  0.03  0.51  0.073
F  -8.03  -0.29  1.02  0.018
C  -6.36  -0.63  -0.66  0.014
C  -5.15  -0.15  -1.17  0.063
C  -4.45  0.83  -0.58  -0.003
F  -3.36  1.34  -1.25  -0.007
C  -4.83  1.38  0.62  0.083
C  -4.03  2.49  1.16  0.066
C  -2.65  2.52  1.02  0.047
N  -1.48  2.43  0.72  0.061
C  -4.63  3.49  1.92  0.009
N  -4.89  4.44  2.47  0.025
F  -4.55  -0.71  -2.29  0.014
C  -7.05  -1.78  -1.19  0.309
C  -6.48  -2.49  -2.30  0.033
N  -5.99  -3.15  -3.07  0.133
C  -8.26  -2.26  -0.74  0.040
N  -9.26  -2.72  -0.43  0.190
O  2.04  0.61  1.17  0.101
Se  2.92  1.97  0.53  0.015
O  3.88  2.70  1.60  -0.001
O  1.41  2.84  0.31  0.160
O  3.61  1.58  -0.84  0.006

Spin multiplicity: 6
Total charge: +1
Lowest unoccupied orbital energy (alpha / beta) in eV: -4.64 / -5.90
Frontier orbital gap (alpha / beta) in eV: 5.8437 / 5.1172